{
  "formula": "C55H43Cl5IrN5OSTe2",
  "method": "ωB97M-V with the def2-TZVPD basis set",
  "spin_multiplicity": 5,
  "total_charge": 2,
  "s_squared": 6.022,
  "de_lowest_kcal_mol": 7.6,
  "symbols": ["N", "C", "C", "H", "H", "H", "C", "C", "H", "C", "H", "C", "C", "H", "H", "C", "C", "C", "Cl", "H", "H", "C", "H", "H", "C", "H", "C", "N", "H", "Te", "H", "C", "H", "H", "C", "H", "C", "H", "C", "C", "H", "H", "C", "Cl", "C", "C", "N", "H", "C", "C", "C", "C", "H", "S", "Te", "C", "C", "C", "C", "N", "C", "H", "C", "H", "Ir", "C", "H", "O", "C", "Cl", "C", "C", "H", "H", "C", "C", "N", "H", "H", "Cl", "H", "H", "C", "H", "H", "H", "C", "C", "C", "H", "C", "C", "C", "H", "H", "Cl", "C", "C", "C", "H", "C", "C", "H", "H", "C", "C", "H", "H", "C", "C", "C", "H", "C"],
  "xyz": [[-1.355, -5.876, 2.968], [-0.711, 1.402, 6.138], [3.056, 3.381, -1.898], [-2.411, 0.074, 1.723], [-6.419, -2.661, -2.323], [-2.500, 1.170, -4.876], [-0.427, 3.544, -4.332], [4.852, -1.934, 5.066], [-0.374, -1.685, -0.776], [-3.300, 4.468, 1.726], [-0.850, 1.559, 2.392], [-5.551, -3.217, -2.676], [0.719, 3.328, 6.331], [1.067, -1.659, 4.340], [3.677, -1.024, 0.821], [-2.841, 4.212, 3.010], [0.267, 2.434, -5.075], [-0.744, -2.401, -1.514], [3.722, 4.459, -3.046], [0.991, 4.247, 6.832], [-0.520, 3.367, -3.259], [0.830, 0.068, -5.446], [-3.280, -3.986, 2.778], [3.412, -5.136, 2.015], [2.129, -1.730, 4.536], [-3.088, -3.675, -1.622], [-3.026, -1.912, 2.250], [-0.679, 0.827, -0.291], [-5.795, -3.598, -3.668], [-0.519, 0.672, -2.733], [-5.295, -0.821, -3.901], [2.459, 1.157, -1.214], [4.804, -3.186, 1.261], [0.056, -2.562, -2.238], [-2.009, 2.608, 0.889], [4.364, -3.776, 6.044], [3.983, -2.926, 5.494], [-0.932, 2.922, 7.634], [-4.337, -2.336, -2.730], [1.621, 1.772, -6.986], [1.708, 2.245, -9.075], [0.342, -1.958, -5.923], [0.977, 2.744, -6.226], [2.534, 5.542, -0.380], [3.038, 2.010, -2.150], [-1.239, -3.485, 2.354], [-0.791, -1.195, 1.789], [1.747, -1.792, -4.873], [1.469, 2.888, 5.248], [4.362, -0.835, 4.371], [-1.557, 2.361, 2.182], [-4.378, -1.123, -3.409], [1.945, -3.592, 5.576], [-0.290, -7.074, 3.118], [2.379, 1.007, 3.082], [1.116, 1.703, 4.615], [2.515, 3.861, -0.705], [2.623, -2.822, 5.232], [3.000, -0.735, 4.106], [1.056, -6.293, 2.704], [-2.102, -0.698, -2.850], [0.114, -1.572, -4.229], [2.383, 2.154, -8.222], [1.033, 3.781, -6.536], [0.666, 0.277, 1.033], [-0.367, -2.464, 1.979], [2.324, 3.462, 4.913], [-2.100, 2.150, -1.414], [3.109, -1.882, 1.158], [3.690, 1.394, -3.612], [3.736, -3.098, 1.402], [-2.008, -1.917, -2.172], [2.013, -0.324, -7.176], [2.880, 3.114, -8.093], [1.602, -3.987, 1.999], [0.199, 1.079, -4.721], [1.803, -1.703, 1.319], [5.045, -0.059, 4.046], [0.110, 4.482, -4.466], [1.244, 3.623, 1.655], [-1.592, 2.968, 4.233], [3.132, 1.405, -8.471], [-0.676, -4.803, 2.585], [-3.233, 3.870, -0.331], [-1.558, 0.825, 6.486], [-3.158, 4.835, 3.835], [-3.374, 1.014, -4.240], [1.937, 2.969, 0.200], [-3.144, -2.717, -2.127], [-0.270, 0.053, 4.535], [-1.588, 1.833, -0.319], [-2.888, 3.672, 0.673], [0.019, 0.964, 5.043], [-4.067, -1.637, 2.328], [-3.454, 1.862, -3.555], [2.411, -0.546, -1.591], [1.052, -2.729, 1.756], [1.528, 0.446, -6.587], [0.707, -5.042, 2.432], [5.909, -2.007, 5.279], [-0.360, 2.582, 6.781], [0.756, -1.390, -5.089], [-3.974, 5.293, 1.544], [-5.396, -4.070, -2.018], [-2.598, -3.197, 2.492], [2.974, -4.167, 1.818], [-4.251, 1.013, -4.883], [-1.437, 3.683, -4.724], [1.869, 1.596, -0.027], [-1.965, 3.158, 3.237], [-2.092, -0.941, 1.905], [-0.921, -3.351, -1.009], [-3.276, -0.283, -3.486]],
  "atomic_forces_ev_per_a": [[0.0, 0.1, 0.0], [0.0, 0.0, 0.0], [0.0, 0.0, 0.0], [0.0, 0.0, 0.0], [0.0, 0.0, 0.0], [0.0, 0.0, 0.0], [0.0, 0.0, 0.0], [0.0, 0.0, 0.0], [0.0, 0.0, 0.0], [0.0, 0.0, 0.0], [0.0, 0.0, 0.0], [0.0, 0.0, 0.0], [0.0, 0.0, 0.0], [0.0, 0.0, 0.0], [0.0, 0.0, 0.0], [0.0, 0.0, 0.0], [0.1, -0.1, -0.1], [0.0, 0.0, 0.0], [0.0, 0.0, 0.0], [0.0, 0.0, 0.0], [0.0, 0.0, 0.0], [-0.1, 0.0, -0.1], [0.0, 0.0, 0.0], [0.0, 0.0, 0.0], [0.0, 0.0, 0.0], [0.0, 0.0, 0.0], [0.0, 0.0, 0.0], [0.0, -0.3, 0.8], [0.0, 0.0, 0.0], [0.2, 0.0, -0.5], [0.0, 0.0, 0.0], [0.0, -0.1, 0.0], [0.0, 0.0, 0.0], [0.0, 0.0, 0.0], [-0.1, -0.1, 0.0], [0.0, 0.0, 0.0], [0.0, 0.0, 0.0], [0.0, 0.0, 0.0], [0.0, 0.0, 0.0], [0.0, 0.0, 0.0], [0.0, 0.0, 0.0], [0.0, 0.0, 0.0], [0.0, 0.1, 0.0], [0.0, 0.0, 0.0], [0.0, 0.0, -0.1], [0.0, -0.1, 0.0], [0.0, 0.0, 0.1], [0.0, 0.0, 0.0], [0.0, 0.0, 0.0], [0.0, 0.0, 0.0], [0.0, 0.0, 0.0], [0.0, 0.0, 0.0], [0.0, 0.0, 0.0], [0.0, 0.2, -0.1], [0.0, -0.1, 0.2], [0.0, 0.0, 0.0], [0.0, 0.0, 0.0], [0.0, 0.0, 0.0], [0.0, 0.0, 0.0], [0.0, 0.1, 0.0], [0.1, 0.1, 0.0], [0.0, -0.1, 0.0], [0.0, 0.0, 0.0], [0.0, 0.0, 0.0], [0.0, 0.2, -0.5], [0.1, 0.0, 0.0], [0.0, 0.0, 0.0], [0.0, -0.1, 0.2], [0.1, 0.0, 0.0], [0.0, 0.0, 0.0], [0.0, 0.0, 0.0], [-0.1, 0.0, 0.1], [0.0, 0.0, 0.0], [0.0, 0.0, 0.0], [0.0, -0.1, 0.0], [0.0, -0.1, 0.4], [-0.1, 0.0, -0.1], [0.0, 0.0, 0.0], [0.0, 0.0, 0.0], [0.1, 0.1, -0.2], [0.0, 0.0, 0.0], [0.0, 0.0, 0.0], [-0.1, -0.1, 0.0], [0.0, 0.0, 0.0], [0.0, 0.0, 0.0], [0.0, 0.0, 0.0], [0.0, 0.0, 0.0], [0.0, 0.1, 0.1], [0.0, 0.0, 0.0], [0.0, 0.0, 0.0], [-0.1, 0.4, -0.2], [0.0, -0.1, 0.0], [0.0, 0.0, 0.1], [0.0, 0.0, 0.0], [0.0, 0.0, 0.0], [0.0, 0.0, 0.0], [0.0, 0.0, 0.0], [0.0, -0.1, 0.0], [0.1, -0.1, 0.0], [0.0, 0.0, 0.0], [0.0, 0.0, 0.0], [0.0, 0.0, 0.0], [0.0, 0.0, 0.0], [0.0, 0.0, 0.0], [0.0, 0.0, 0.0], [0.0, 0.0, 0.0], [0.0, 0.0, 0.0], [0.0, 0.0, 0.0], [0.0, -0.2, 0.0], [0.0, 0.0, 0.0], [0.0, 0.0, 0.0], [0.0, 0.0, 0.0], [0.0, 0.0, -0.1]]
}